The following is a quantum chemistry calculation of the molecule C3H3N5 at a distorted geometry, from the Open Molecules 2025 dataset.

Element x y z (Å)
H  2.19786  -1.05948  0.83465
N  2.08396  0.03101  0.57270
C  1.03417  -0.04809  -0.07165
C  0.33410  1.18687  -0.54751
N  -0.88118  1.34409  -0.47767
N  -1.45160  0.63247  0.61564
C  -1.51544  -0.58531  0.39248
N  -0.83385  -1.43927  -0.61269
N  0.44269  -1.11246  -0.62527
H  0.86296  2.12509  -1.03290
H  -2.27367  -1.07490  0.95223

- 2S+1: 1
- HOMO level: -10.26 eV
- Kohn-Sham gap: 0.30991 hartree
- LUMO level: -1.83 eV
- Structure (SMILES): [H]/N=c1/cnncnn1
- Total charge: 0
- Energy above the lowest of the compared OMol25 structures with the same formula, charge and spin: 448.45 kJ/mol

Here are the Löwdin charges for atoms 1 to 5, given in e: atom 1 (H): 0.13, atom 2 (N): 0.18, atom 3 (C): -0.55, atom 4 (C): -0.14, atom 5 (N): 0.05